(1)
Here is a cluster of 9 separate species, C49H69Br2ClF10O32S in total from the OMol25 dataset. Energies are from ωB97M-V with the def2-TZVPD basis set.

Structure (ORCA input):
```
! wB97M-V def2-TZVPD RIJCOSX def2/J DEFGRID3
* xyz 0 1
C 2.97 -0.76 -1.97
C 1.90 0.44 -1.84
Br 2.93 1.91 -0.89
C 0.65 0.07 -0.88
Br 0.38 1.68 0.35
C -0.76 -0.11 -1.72
F -1.16 1.18 -2.04
C -1.71 -0.89 -0.73
C -3.13 -1.30 -1.25
C -4.09 -0.18 -1.82
F -3.58 0.21 -3.07
F -5.30 -0.90 -2.13
C -4.53 0.97 -0.83
F -3.53 1.38 0.09
F -5.54 0.41 0.00
S -5.25 2.54 -1.57
F -4.67 3.41 -0.25
F -6.66 2.31 -0.69
F -5.93 1.78 -2.86
F -3.87 2.96 -2.36
F -5.93 3.95 -2.13
O -0.44 -0.98 -2.82
C -0.66 -0.46 -4.09
O -0.15 0.49 -4.62
Cl -1.84 -1.42 -5.13
H 3.95 -0.23 -2.25
H 2.68 -1.53 -2.74
H 3.15 -1.19 -0.93
H 1.62 0.88 -2.84
H 0.85 -0.85 -0.25
H -1.73 -0.31 0.26
H -1.16 -1.86 -0.46
H -3.02 -2.09 -2.07
H -3.70 -1.84 -0.41
C -5.66 4.45 2.39
C -5.37 4.13 3.84
C -6.20 3.01 4.38
O -6.24 3.31 5.78
C -6.14 4.66 5.87
O -6.39 5.29 6.86
O -5.74 5.21 4.69
H -5.10 5.33 2.08
H -5.39 3.61 1.75
H -6.72 4.67 2.25
H -4.30 3.94 3.98
H -5.76 2.03 4.21
H -7.23 3.01 4.00
C -3.86 4.26 10.32
C -3.87 3.29 9.16
C -4.93 2.24 9.27
O -4.37 1.17 8.51
C -3.02 1.29 8.63
O -2.24 0.43 8.33
O -2.67 2.50 9.13
H -3.00 4.94 10.25
H -4.77 4.85 10.35
H -3.75 3.73 11.27
H -3.93 3.84 8.21
H -5.88 2.56 8.85
H -5.09 1.89 10.29
C 0.51 -0.61 6.62
C 0.51 -1.57 5.46
C -0.55 -2.63 5.57
O 0.01 -3.70 4.80
C 1.36 -3.57 4.91
O 2.15 -4.42 4.61
O 1.70 -2.35 5.42
H 1.36 0.07 6.55
H -0.41 -0.03 6.66
H 0.62 -1.15 7.57
H 0.44 -1.02 4.51
H -1.51 -2.31 5.15
H -0.70 -2.99 6.59
C -7.69 1.84 -5.56
C -7.64 0.84 -6.69
C -8.66 -0.26 -6.56
O -8.04 -1.33 -7.26
C -6.69 -1.15 -7.12
O -5.87 -1.98 -7.37
O -6.41 0.10 -6.66
H -6.87 2.56 -5.64
H -8.64 2.39 -5.57
H -7.59 1.35 -4.59
H -7.71 1.34 -7.65
H -9.62 0.01 -7.00
H -8.82 -0.58 -5.52
C 6.85 -2.83 5.36
C 6.09 -1.57 5.01
C 4.65 -1.82 4.66
O 4.35 -0.73 3.80
C 5.52 -0.40 3.18
O 5.60 0.30 2.22
O 6.59 -0.99 3.80
H 7.91 -2.61 5.50
H 6.46 -3.28 6.27
H 6.79 -3.56 4.55
H 6.19 -0.83 5.80
H 4.00 -1.82 5.53
H 4.50 -2.75 4.10
C 3.73 -4.18 -6.62
C 4.06 -4.54 -5.19
C 3.22 -5.67 -4.65
O 3.23 -5.41 -3.25
C 3.35 -4.06 -3.12
O 3.15 -3.46 -2.10
O 3.73 -3.48 -4.30
H 4.29 -3.29 -6.93
H 3.97 -5.00 -7.30
H 2.67 -3.93 -6.72
H 5.13 -4.75 -5.09
H 3.65 -6.65 -4.87
H 2.19 -5.64 -5.00
C 6.26 7.19 -2.54
C 5.59 6.57 -1.34
C 6.55 5.86 -0.43
O 5.72 4.88 0.19
C 4.75 4.59 -0.72
O 4.01 3.64 -0.65
O 4.72 5.51 -1.72
H 5.51 7.60 -3.22
H 6.94 7.99 -2.24
H 6.82 6.45 -3.11
H 5.00 7.32 -0.80
H 7.00 6.52 0.31
H 7.35 5.33 -0.96
C 7.58 -2.22 -0.33
C 7.58 -3.19 -1.49
C 6.55 -4.27 -1.35
O 7.12 -5.34 -2.11
C 8.47 -5.18 -2.01
O 9.27 -6.02 -2.31
O 8.79 -3.95 -1.52
H 8.41 -1.52 -0.42
H 6.65 -1.65 -0.30
H 7.71 -2.74 0.62
H 7.49 -2.66 -2.44
H 5.58 -3.98 -1.76
H 6.41 -4.62 -0.32
C -0.17 7.53 -0.26
C 0.18 6.26 -1.01
C -0.66 6.04 -2.23
O -0.63 4.63 -2.37
C -0.50 4.13 -1.11
O -0.67 2.98 -0.80
O -0.13 5.10 -0.23
H 0.40 7.59 0.67
H 0.05 8.41 -0.86
H -1.23 7.54 0.01
H 1.25 6.24 -1.24
H -0.25 6.53 -3.12
H -1.71 6.35 -2.10
C -2.41 -8.72 -3.73
C -1.19 -7.86 -4.00
C -0.70 -7.96 -5.42
O 0.69 -7.66 -5.28
C 1.04 -8.07 -4.03
O 2.17 -8.20 -3.65
O -0.06 -8.33 -3.26
H -2.66 -8.69 -2.67
H -3.27 -8.37 -4.31
H -2.22 -9.76 -3.98
H -1.38 -6.82 -3.71
H -1.19 -7.26 -6.08
H -0.78 -8.97 -5.83
*
```

Properties
HOMO energy = -6.74 eV
Kohn-Sham gap = 5.66 eV
Relative energy (zero: lowest compared OMol25 entry of this formula, charge and spin) = 139.6 kcal per mole


(2)
Here is a cluster of 11 separate species, C49H70BBrN10 in total from the OMol25 dataset. Energies are from ωB97M-V with the def2-TZVPD basis set.

Structure (ORCA input):
```
! wB97M-V def2-TZVPD RIJCOSX def2/J DEFGRID3
* xyz 0 1
C -4.17 -4.39 -0.87
C -2.92 -5.09 -1.41
C -1.90 -4.06 -1.86
C -0.78 -4.63 -2.73
C 0.19 -3.55 -3.23
C 1.46 -3.36 -2.38
B 1.34 -2.58 -1.04
Br 0.10 -1.04 -0.97
C 2.14 -2.84 0.29
C 1.56 -3.96 1.16
C 1.43 -5.31 0.46
H -4.50 -3.64 -1.58
H -4.97 -5.08 -0.64
H -3.88 -3.84 0.03
H -3.17 -5.79 -2.20
H -2.50 -5.66 -0.58
H -2.41 -3.27 -2.41
H -1.46 -3.63 -0.96
H -0.27 -5.44 -2.22
H -1.25 -5.07 -3.61
H 0.49 -3.78 -4.24
H -0.34 -2.60 -3.28
H 2.14 -2.74 -2.97
H 1.97 -4.31 -2.25
H 2.13 -1.93 0.88
H 3.19 -3.07 0.10
H 2.24 -4.09 2.00
H 0.60 -3.69 1.59
H 1.40 -6.11 1.18
H 0.49 -5.35 -0.09
H 2.27 -5.44 -0.21
C 4.35 2.14 0.90
C 5.45 1.24 0.81
C 5.01 0.13 0.13
N 3.70 0.33 -0.19
C 3.29 1.55 0.27
H 4.35 3.10 1.38
H 6.44 1.38 1.21
H 5.52 -0.77 -0.15
H 3.10 -0.30 -0.68
H 2.28 1.88 0.12
C -0.90 4.75 0.96
C -0.50 6.04 0.52
C 0.84 5.97 0.21
N 1.26 4.69 0.45
C 0.21 3.94 0.91
H -1.88 4.45 1.29
H -1.12 6.92 0.43
H 1.52 6.72 -0.16
H 2.19 4.35 0.31
H 0.33 2.90 1.15
C -3.21 2.31 1.84
C -3.18 1.17 2.69
C -2.60 0.15 1.98
N -2.27 0.63 0.75
C -2.64 1.94 0.65
H -3.60 3.29 2.07
H -3.55 1.11 3.70
H -2.39 -0.87 2.26
H -1.83 0.09 0.02
H -2.46 2.51 -0.26
C -3.99 -0.58 -4.44
C -5.21 -0.82 -3.76
C -5.03 -0.46 -2.45
N -3.75 -0.01 -2.31
C -3.10 -0.07 -3.51
H -3.78 -0.75 -5.48
H -6.12 -1.21 -4.18
H -5.71 -0.48 -1.61
H -3.35 0.32 -1.45
H -2.08 0.24 -3.61
C -8.60 3.12 3.01
C -8.04 4.32 2.50
C -6.74 4.04 2.16
N -6.50 2.73 2.46
C -7.63 2.16 2.97
H -9.61 2.99 3.37
H -8.53 5.27 2.38
H -5.97 4.66 1.74
H -5.63 2.25 2.31
H -7.65 1.13 3.27
C -0.73 0.25 -8.56
C -1.19 1.59 -8.65
C -1.74 1.92 -7.44
N -1.63 0.83 -6.62
C -1.01 -0.19 -7.29
H -0.24 -0.32 -9.33
H -1.12 2.24 -9.51
H -2.19 2.83 -7.10
H -1.96 0.79 -5.68
H -0.84 -1.14 -6.81
C 6.58 -7.03 0.78
C 5.79 -7.23 -0.38
C 5.36 -6.00 -0.80
N 5.86 -5.07 0.07
C 6.61 -5.69 1.03
H 7.08 -7.79 1.36
H 5.56 -8.17 -0.86
H 4.74 -5.71 -1.63
H 5.71 -4.08 0.01
H 7.09 -5.12 1.81
C 4.27 2.78 5.79
C 3.31 1.79 5.44
C 2.57 2.28 4.40
N 3.04 3.53 4.10
C 4.07 3.85 4.94
H 5.01 2.73 6.56
H 3.18 0.83 5.90
H 1.75 1.85 3.84
H 2.68 4.13 3.38
H 4.58 4.79 4.87
C -3.10 7.24 -4.18
C -1.90 7.98 -4.31
C -1.02 7.50 -3.39
N -1.63 6.49 -2.70
C -2.91 6.32 -3.18
H -4.01 7.36 -4.75
H -1.71 8.78 -5.00
H 0.00 7.78 -3.16
H -1.22 5.96 -1.96
H -3.56 5.57 -2.76
C 5.48 -3.13 8.26
C 4.74 -3.40 7.07
C 4.05 -2.26 6.76
N 4.33 -1.32 7.71
C 5.20 -1.84 8.62
H 6.14 -3.80 8.78
H 4.73 -4.32 6.51
H 3.38 -2.05 5.94
H 3.95 -0.39 7.73
H 5.55 -1.25 9.45
*
```

Properties
HOMO energy = -8.23 eV
Kohn-Sham gap = 7.96 eV
Structure (SMILES) = CCCCCCB(Br)CCC.c1cc[nH]c1.c1cc[nH]c1.c1cc[nH]c1.c1cc[nH]c1.c1cc[nH]c1.c1cc[nH]c1.c1cc[nH]c1.c1cc[nH]c1.c1cc[nH]c1.c1cc[nH]c1


Computed energy, in the same sequence as the records: -11321.11473 -5055.50325 a.u..
Computed largest force on an atom, in the same sequence as the records: 9.2 0.8 eV Å⁻¹.
Computed LUMO energy, in the same sequence as the records: -1.080 -0.269 eV.